Entry 1:
Computed, not measured: a structure of composition C40H35O4P2Sn, with ωB97M-V with the def2-TZVPD basis set.

E_LUMO = -2.322 eV
Charge = +1
Gap between HOMO and LUMO = 0.3093 hartree

Positions of all 82 atoms, in Å:
Sn -1.620 -0.337 0.037
C -0.436 -3.039 -2.742
C 0.078 -2.891 -1.313
C 0.919 -4.075 -0.885
O -1.060 -2.741 -0.412
C 0.877 -1.582 -1.239
O 2.000 -1.546 -1.676
O 0.261 -0.533 -0.740
H -1.028 -3.950 -2.840
H 0.408 -3.097 -3.427
H -1.057 -2.186 -3.022
H 0.354 -5.002 -1.004
H 1.225 -3.978 0.155
H 1.813 -4.126 -1.504
H -1.623 -3.521 -0.484
O -2.337 1.783 1.975
C -1.350 2.241 2.827
C -1.317 3.546 3.302
C -0.336 3.906 4.211
C 0.605 2.986 4.649
C 0.587 1.702 4.136
C -0.373 1.320 3.199
P -0.340 -0.316 2.424
C -1.083 -1.456 3.615
C -2.441 -1.739 3.487
C -3.074 -2.550 4.416
C -2.352 -3.082 5.474
C -0.999 -2.800 5.608
C -0.364 -1.986 4.684
C 1.395 -0.752 2.214
C 1.754 -2.099 2.192
C 3.043 -2.468 1.836
C 3.971 -1.500 1.488
C 3.612 -0.159 1.497
C 2.329 0.216 1.853
C -3.086 2.734 1.293
C -4.219 3.271 1.878
C -4.933 4.236 1.187
C -4.510 4.659 -0.068
C -3.386 4.093 -0.647
C -2.666 3.102 0.022
P -1.213 2.270 -0.702
C 0.089 3.518 -0.838
C 1.034 3.575 0.182
C 2.025 4.544 0.160
C 2.078 5.451 -0.888
C 1.142 5.393 -1.912
C 0.146 4.430 -1.890
C -1.658 1.859 -2.417
C -2.969 1.748 -2.872
C -3.222 1.281 -4.156
C -2.174 0.909 -4.983
C -0.864 0.994 -4.526
C -0.606 1.459 -3.247
H -2.050 4.271 2.979
H -0.316 4.921 4.585
H 1.355 3.272 5.372
H 1.342 0.990 4.442
H -3.011 -1.321 2.664
H -4.129 -2.768 4.314
H -2.844 -3.718 6.197
H -0.438 -3.212 6.435
H 0.691 -1.767 4.796
H 1.028 -2.860 2.453
H 3.317 -3.515 1.822
H 4.972 -1.789 1.200
H 4.334 0.596 1.215
H 2.055 1.264 1.844
H -4.514 2.940 2.865
H -5.819 4.668 1.632
H -5.061 5.425 -0.596
H -3.070 4.413 -1.632
H 0.992 2.853 0.990
H 2.761 4.586 0.953
H 2.855 6.203 -0.911
H 1.190 6.098 -2.731
H -0.574 4.378 -2.698
H -3.799 2.021 -2.233
H -4.243 1.208 -4.506
H -2.376 0.549 -5.983
H -0.043 0.695 -5.164
H 0.417 1.510 -2.890

Entry 2:
Computed, not measured: a structure of composition C4H12O2S2Sn, with ωB97M-V with the def2-TZVPD basis set.

E_LUMO = -10.587 eV
Charge = +2
Gap between HOMO and LUMO = 0.2251 hartree

Positions of all 21 atoms, in Å:
Sn 0.513 0.091 -2.202
C 0.142 3.776 0.254
S 0.505 2.294 1.256
O 0.025 1.103 0.417
C 2.328 2.438 1.074
H 0.666 3.647 -0.695
H 0.462 4.757 0.608
H -0.941 3.846 0.167
H 2.806 1.712 1.737
H 2.722 3.400 1.397
H 2.725 2.118 0.108
C -0.828 -2.093 0.599
S -2.093 -2.425 -0.685
O -1.779 -1.377 -1.735
C -1.502 -4.120 -1.160
H -0.949 -1.042 0.857
H 0.154 -2.284 0.159
H -1.016 -2.682 1.496
H -2.057 -4.661 -1.919
H -1.382 -4.612 -0.196
H -0.502 -3.885 -1.536

Entry 3:
Computed, not measured: a cluster of 7 separate species, C7H24N12O9 in total, with ωB97M-V with the def2-TZVPD basis set.

E_LUMO = 4.301 eV
Charge = -2
Gap between HOMO and LUMO = 0.1320 hartree

Positions of all 52 atoms, in Å:
C -1.879 -19.847 23.088
O -1.115 -19.436 23.961
O -1.481 -20.777 22.350
O -2.982 -19.298 22.920
C 2.837 -20.843 19.683
O 2.887 -21.570 20.673
N 1.668 -20.310 19.321
N 3.819 -20.488 18.876
H 0.811 -20.557 19.795
H 1.602 -19.672 18.540
H 3.492 -19.851 18.164
H 4.728 -20.923 18.939
C -4.178 -17.649 27.602
O -4.698 -17.160 28.581
N -3.263 -18.596 27.702
N -4.192 -17.031 26.417
H -2.550 -18.420 27.009
H -3.087 -18.845 28.665
H -3.720 -17.512 25.665
H -4.747 -16.217 26.195
C -7.288 -21.329 23.084
O -8.358 -21.851 22.735
N -6.239 -21.650 22.334
N -7.060 -20.652 24.188
H -6.514 -22.164 21.509
H -5.298 -21.333 22.520
H -6.140 -20.302 24.410
H -7.781 -20.438 24.862
C -3.977 -22.428 17.865
O -3.371 -21.586 17.264
N -3.685 -22.820 19.065
N -5.152 -22.880 17.394
H -2.947 -22.332 19.551
H -4.048 -23.580 19.624
H -5.772 -23.370 18.023
H -5.639 -22.534 16.580
C 0.562 -15.219 23.667
O 1.066 -14.109 23.508
N -0.062 -15.904 22.748
N 0.470 -15.813 24.837
H -0.519 -16.752 23.051
H -0.213 -15.610 21.793
H -0.033 -16.688 24.805
H 0.565 -15.384 25.747
C -5.514 -15.724 20.668
O -6.074 -15.166 19.822
N -5.908 -16.784 21.304
N -4.378 -15.509 21.175
H -5.185 -17.167 21.896
H -6.702 -17.268 20.909
H -4.010 -14.592 20.967
H -3.985 -16.162 21.837

Entry 4:
Computed, not measured: an isolated molecule of C5H11NO, with ωB97M-V with the def2-TZVPD basis set.

E_LUMO (alpha / beta) = -0.468 / 0.534 eV
Charge = 0
Gap between HOMO and LUMO (alpha / beta) = 0.2647 / 0.3784 hartree

Positions of all 18 atoms, in Å:
C -0.161 -0.384 0.244
C 1.127 0.344 -0.262
C -1.222 0.552 0.651
C 2.214 -0.662 -0.587
C -2.477 0.690 -0.097
N -0.569 -1.410 -0.614
O 1.558 1.335 0.674
H 2.115 0.905 1.333
H -1.386 -1.862 -0.202
H 0.111 -0.793 1.254
H 0.843 0.892 -1.163
H -1.147 1.018 1.629
H 1.826 -1.427 -1.259
H 3.063 -0.159 -1.052
H 2.556 -1.163 0.326
H -3.266 0.006 0.246
H -2.885 1.699 0.025
H -2.301 0.421 -1.147

Entry 5:
Computed, not measured: an isolated molecule of C3H4N2O, with ωB97M-V with the def2-TZVPD basis set.

E_LUMO = 0.319 eV
Charge = 0
Gap between HOMO and LUMO = 0.3024 hartree

Positions of all 10 atoms, in Å:
O 2.031 -0.307 -0.114
C 0.699 -0.202 -0.020
N -0.232 -1.148 0.253
C -1.572 -0.529 0.315
C -1.284 0.777 0.080
N 0.109 0.976 -0.063
H 2.290 -1.218 0.079
H -0.678 -1.811 -0.387
H -1.960 1.605 -0.049
H 0.598 1.859 -0.094

Entry 6:
Computed, not measured: a cluster of 3 separate species, C16H37INO9P2 in total, with ωB97M-V with the def2-TZVPD basis set.

E_LUMO = 1.667 eV
Charge = -1
Gap between HOMO and LUMO = 0.1239 hartree

Positions of all 66 atoms, in Å:
N -5.848 -0.588 6.531
C -4.528 0.057 6.253
C -4.281 1.303 7.102
C -4.407 0.958 8.566
C -3.313 0.037 9.137
O -3.477 -1.004 9.673
I -1.176 0.706 8.883
H -6.448 -0.474 5.726
H -5.699 -1.582 6.654
H -3.724 -0.707 6.331
H -4.522 0.361 5.199
H -3.236 1.581 6.896
H -5.340 0.426 8.763
H -4.426 1.862 9.186
O -1.252 0.989 0.942
P -2.031 -0.254 0.858
O -3.498 -0.076 1.455
C -4.403 0.856 0.857
C -4.920 0.388 -0.492
O -1.436 -1.257 1.964
C -0.273 -0.930 2.730
C -0.645 -0.283 4.048
O -2.296 -1.393 -0.234
C -1.459 -1.439 -1.408
C -0.007 -1.704 -1.068
H -3.920 1.832 0.769
H -5.230 0.961 1.557
H -4.126 0.385 -1.242
H -5.712 1.051 -0.844
H -5.308 -0.628 -0.423
H 0.400 -0.292 2.155
H 0.252 -1.870 2.909
H -1.343 0.541 3.904
H 0.243 0.093 4.558
H -1.135 -1.003 4.703
H -1.558 -0.500 -1.960
H -1.857 -2.233 -2.037
H 0.420 -0.878 -0.495
H 0.582 -1.822 -1.978
H 0.087 -2.605 -0.461
O 3.038 -0.653 -4.547
P 4.241 0.181 -4.668
O 5.245 -0.058 -3.452
C 5.825 -1.354 -3.259
C 6.873 -1.690 -4.305
O 3.793 1.692 -4.332
C 2.420 2.031 -4.121
C 2.058 1.979 -2.652
O 5.268 0.595 -5.817
C 4.940 0.304 -7.194
C 3.697 1.039 -7.652
H 5.036 -2.110 -3.246
H 6.280 -1.335 -2.270
H 6.420 -1.827 -5.289
H 7.388 -2.614 -4.041
H 7.603 -0.885 -4.390
H 1.769 1.380 -4.707
H 2.289 3.044 -4.504
H 2.372 1.039 -2.198
H 0.982 2.092 -2.519
H 2.558 2.779 -2.106
H 4.817 -0.775 -7.318
H 5.803 0.608 -7.783
H 2.812 0.691 -7.114
H 3.530 0.873 -8.717
H 3.794 2.109 -7.467

So what do the calculations give for energy? Going down the list: -74643.894; -35919.595; -43960.171; -8897.299; -8200.293; -63791.465 eV.